Computed, not measured: an isolated molecule of C4H12N2 at a distorted geometry, with the ωB97M-V functional and the def2-TZVPD basis.

Calculated values
**E_HOMO**: -8.89 eV
**Molar mass**: 88.2 g mol⁻¹
**Kohn-Sham gap**: 10.05 eV
**Total charge**: 0
**Relative energy (zero: lowest compared OMol25 entry of this formula, charge and spin)**: 2.889 eV
**SMILES string**: C[C@H](N)CCN

CARTESIAN COORDINATES (ANGSTROEM)
C  0.12  1.98  0.44
C  -0.24  0.77  -0.26
N  -1.57  1.10  -0.69
C  0.03  -0.31  0.76
C  0.12  -1.52  -0.01
N  1.59  -2.01  -0.30
H  0.40  2.65  -0.35
H  1.06  1.88  1.10
H  -0.52  2.52  1.09
H  0.26  0.65  -1.22
H  -1.95  1.89  -0.19
H  -2.32  0.32  -0.76
H  0.88  -0.22  1.48
H  -0.86  -0.06  1.36
H  -0.68  -1.47  -0.96
H  -0.26  -2.33  0.58
H  1.89  -2.32  -1.21
H  1.73  -2.69  0.43

Atomic partial charges in e from the Mulliken method, atoms 1 to 6:
1 C -1.743
2 C 0.446
3 N -0.578
4 C -0.586
5 C -0.514
6 N -0.584



Computed, not measured: a structure of composition C4H12N2 at a distorted geometry, with the ωB97M-V functional and the def2-TZVPD basis.

Calculated values
**E_HOMO**: -6.58 eV
**Molar mass**: 88.2 g mol⁻¹
**Kohn-Sham gap**: 7.28 eV
**Total charge**: 0
**Relative energy (zero: lowest compared OMol25 entry of this formula, charge and spin)**: 4.828 eV

CARTESIAN COORDINATES (ANGSTROEM)
C  -0.86  -0.84  0.06
C  -1.09  0.27  -2.03
C  0.17  1.56  0.49
C  1.34  -0.94  1.54
N  -1.47  0.17  -0.65
N  0.63  -0.34  0.41
H  1.22  -0.37  -0.43
H  -0.86  -1.84  -0.41
H  -1.26  -0.97  1.07
H  0.01  0.32  -2.20
H  -1.51  1.19  -2.45
H  -1.46  -0.56  -2.64
H  0.05  2.12  -0.43
H  1.14  1.76  0.95
H  -0.64  1.70  1.20
H  0.68  -0.93  2.40
H  2.23  -0.34  1.78
H  1.67  -1.96  1.34

Atomic partial charges in e from the Mulliken method, atoms 1 to 6:
1 C -0.563
2 C -0.804
3 C -0.606
4 C -0.904
5 N -0.636
6 N -0.250



Computed, not measured: a cluster of 2 separate species, C4H12N2 in total at a distorted geometry, with the ωB97M-V functional and the def2-TZVPD basis.

Calculated values
**E_HOMO**: -8.01 eV
**Molar mass**: 88.2 g mol⁻¹
**Kohn-Sham gap**: 9.09 eV
**Total charge**: 0
**Relative energy (zero: lowest compared OMol25 entry of this formula, charge and spin)**: 2.730 eV
**SMILES string**: C=CN.CNC

CARTESIAN COORDINATES (ANGSTROEM)
C  -3.37  -0.25  -0.10
C  -2.03  -0.20  0.18
N  -1.14  0.84  0.62
H  -4.19  0.35  0.35
H  -3.74  -1.03  -0.81
H  -1.54  -1.06  -0.13
H  -1.72  1.55  1.22
H  -0.39  1.22  -0.02
C  1.81  0.23  1.17
N  1.63  0.49  -0.31
C  1.68  -0.70  -1.29
H  2.30  1.05  1.71
H  0.90  0.06  1.70
H  2.40  -0.66  1.21
H  2.40  1.05  -0.63
H  2.64  -1.29  -1.45
H  1.50  -0.24  -2.25
H  0.86  -1.41  -1.18

Atomic partial charges in e from the Mulliken method, atoms 1 to 6:
1 C -0.686
2 C 0.010
3 N -0.457
4 H 0.235
5 H 0.199
6 H 0.213



Computed, not measured: a cluster of 2 separate species, C4H12N2 in total at a distorted geometry, with the ωB97M-V functional and the def2-TZVPD basis.

Calculated values
**E_HOMO**: -8.12 eV
**Molar mass**: 88.2 g mol⁻¹
**Kohn-Sham gap**: 9.14 eV
**Total charge**: 0
**Relative energy (zero: lowest compared OMol25 entry of this formula, charge and spin)**: 2.568 eV
**SMILES string**: C=CN.CNC

CARTESIAN COORDINATES (ANGSTROEM)
C  0.19  3.81  -0.20
C  -0.26  2.52  -0.17
N  0.25  1.33  0.52
H  1.20  3.98  0.08
H  -0.34  4.69  -0.42
H  -1.27  2.25  -0.60
H  1.14  1.51  1.04
H  -0.50  0.89  0.98
C  -1.31  -2.41  -0.37
N  -0.21  -1.77  0.32
C  1.21  -1.66  -0.15
H  -2.29  -2.10  -0.06
H  -1.24  -2.33  -1.41
H  -1.19  -3.53  -0.23
H  -0.14  -2.16  1.27
H  1.76  -2.70  -0.18
H  1.73  -1.08  0.67
H  1.29  -1.24  -1.09

Atomic partial charges in e from the Mulliken method, atoms 1 to 6:
1 C -0.781
2 C 0.037
3 N -0.396
4 H 0.201
5 H 0.275
6 H 0.239